# 1
This record from the Open Molecules 2025 dataset describes an isolated molecule of C22H28FN3OS. The level of theory is wB97M-V/def2-TZVPD.

Values from the calculation:
* LUMO level: 0.6 eV
* structure (SMILES): CCc1ccc(NC(=S)N(CCN2CCOCC2)Cc2ccccc2F)cc1
* charge: 0
* energy above the lowest of the compared OMol25 structures with the same formula, charge and spin: 41.6 kcal/mol
* highest occupied orbital energy: -7.97 eV
* HOMO-LUMO gap: 8.6 eV
* calculated total energy: -43339.0087 eV

Each line ends with the natural charge from an NBO analysis.
CARTESIAN COORDINATES (ANGSTROEM)
C: -6.34 -3.62 1.35  -0.592
C: -5.83 -3.42 -0.08  -0.415
C: -4.60 -2.56 -0.08  -0.020
C: -3.33 -3.12 0.04  -0.206
C: -2.20 -2.33 0.08  -0.207
C: -2.31 -0.95 -0.02  0.123
N: -1.22 -0.08 0.04  -0.605
C: 0.06 -0.26 -0.39  0.311
S: 0.56 -1.61 -1.22  -0.265
N: 0.92 0.76 -0.13  -0.433
C: 2.28 0.70 -0.61  -0.215
C: 3.21 -0.05 0.36  -0.238
N: 4.54 -0.11 -0.20  -0.453
C: 4.75 -1.22 -1.11  -0.253
C: 4.99 -2.55 -0.38  -0.092
O: 6.05 -2.45 0.54  -0.529
C: 5.82 -1.43 1.48  -0.090
C: 5.63 -0.08 0.77  -0.239
C: 0.56 1.85 0.75  -0.249
C: -0.37 2.86 0.10  -0.127
C: -0.49 2.98 -1.28  -0.188
C: -1.35 3.91 -1.83  -0.217
C: -2.10 4.75 -1.02  -0.190
C: -1.99 4.65 0.36  -0.274
C: -1.13 3.71 0.89  0.396
F: -1.03 3.61 2.24  -0.327
C: -3.58 -0.38 -0.13  -0.191
C: -4.70 -1.17 -0.16  -0.214
H: -7.23 -4.25 1.35  0.206
H: -5.58 -4.10 1.96  0.205
H: -6.59 -2.66 1.80  0.204
H: -6.61 -2.95 -0.68  0.205
H: -5.60 -4.39 -0.52  0.207
H: -3.23 -4.19 0.11  0.210
H: -1.23 -2.79 0.18  0.242
H: -1.49 0.88 0.21  0.405
H: 2.28 0.18 -1.57  0.238
H: 2.65 1.71 -0.77  0.201
H: 3.24 0.50 1.31  0.189
H: 2.77 -1.04 0.56  0.196
H: 3.89 -1.32 -1.77  0.214
H: 5.63 -0.99 -1.72  0.198
H: 5.27 -3.33 -1.09  0.196
H: 4.07 -2.86 0.14  0.164
H: 6.69 -1.40 2.13  0.193
H: 4.92 -1.66 2.08  0.157
H: 5.44 0.71 1.50  0.197
H: 6.54 0.16 0.23  0.198
H: 0.11 1.47 1.67  0.227
H: 1.49 2.36 1.04  0.233
H: 0.09 2.33 -1.91  0.230
H: -1.43 3.99 -2.90  0.222
H: -2.77 5.47 -1.45  0.221
H: -2.56 5.28 1.02  0.234
H: -3.67 0.70 -0.19  0.200
H: -5.68 -0.72 -0.24  0.207

***

# 2
This record from the Open Molecules 2025 dataset describes a cluster of 3 separate species, C36H45BrN3O14 in total. The level of theory is wB97M-V/def2-TZVPD.

Values from the calculation:
* LUMO level: -3.6 eV
* charge: +1
* highest occupied orbital energy: -11.38 eV
* HOMO-LUMO gap: 7.7 eV
* calculated total energy: -141226.3624 eV

Each line ends with the Mulliken charge.
CARTESIAN COORDINATES (ANGSTROEM)
C: 0.57 2.05 2.20  -1.450
C: 0.02 1.82 1.17  0.105
N: -0.62 1.57 -0.06  1.480
C: 0.22 2.35 -1.05  -1.226
C: 0.12 3.87 -0.93  -0.582
C: 1.07 4.46 -2.01  -0.623
C: 0.35 5.47 -2.88  0.341
O: -0.56 5.19 -3.58  -0.481
O: 0.80 6.75 -2.81  -0.474
C: -2.02 2.16 0.06  -2.211
C: -3.06 1.11 0.60  2.790
C: -4.18 1.14 -0.42  -0.865
C: -5.43 0.85 -0.19  -1.388
C: -3.45 1.72 1.96  -1.373
C: -4.31 3.00 1.80  -0.635
N: -3.95 3.92 2.89  -0.688
C: -2.11 -0.22 0.58  0.088
Br: -1.72 -0.69 2.45  0.021
C: -2.95 -1.43 0.06  -1.569
C: -4.10 -1.85 0.99  -0.667
C: -5.22 -2.49 0.14  -1.025
C: -6.61 -2.32 0.77  -0.469
O: -7.63 -2.03 -0.17  -0.569
C: -0.89 0.12 -0.34  0.009
C: 0.22 -0.86 -0.10  -1.405
C: 1.55 -0.54 -0.87  -0.535
C: 2.17 -1.86 -1.36  -1.015
O: 2.89 -2.51 -0.33  -0.420
C: 2.19 -3.58 0.17  0.811
C: 2.22 -4.90 -0.55  -1.130
O: 1.57 -3.46 1.19  -0.488
O: -1.50 0.18 -1.64  -0.429
C: -1.16 -0.79 -2.41  0.873
N: -0.76 -1.55 -3.19  -0.625
H: 1.28 2.39 2.93  1.061
H: 0.05 2.08 -2.08  0.643
H: 1.26 2.10 -0.84  0.522
H: -0.86 4.24 -1.18  0.445
H: 0.47 4.26 0.02  0.369
H: 1.99 4.84 -1.59  0.529
H: 1.35 3.65 -2.69  0.367
H: 1.76 6.73 -2.75  0.363
H: -1.88 2.94 0.80  0.815
H: -2.36 2.73 -0.80  0.330
H: -3.89 1.38 -1.44  0.378
H: -5.74 0.57 0.81  0.119
H: -6.20 0.86 -0.94  0.417
H: -2.59 2.02 2.55  0.642
H: -4.05 1.03 2.55  0.623
H: -5.35 2.73 1.96  0.515
H: -4.16 3.46 0.82  0.308
H: -2.97 4.17 2.80  0.223
H: -4.52 4.75 2.82  0.263
H: -3.26 -1.29 -0.97  0.385
H: -2.25 -2.26 0.06  0.738
H: -3.78 -2.60 1.70  0.752
H: -4.52 -1.01 1.52  0.027
H: -5.05 -3.56 0.02  0.529
H: -5.25 -2.08 -0.87  0.387
H: -6.93 -3.21 1.30  0.405
H: -6.61 -1.51 1.50  0.263
H: -7.25 -1.67 -0.97  0.327
H: 0.48 -0.88 0.95  0.407
H: -0.09 -1.88 -0.33  1.023
H: 2.24 -0.09 -0.17  0.422
H: 1.33 0.07 -1.74  0.375
H: 2.82 -1.62 -2.21  0.227
H: 1.36 -2.48 -1.75  0.611
H: 1.23 -5.22 -0.87  0.312
H: 2.90 -4.89 -1.40  0.366
H: 2.58 -5.63 0.17  0.378
C: 2.68 -3.55 -5.34  -0.961
C: 3.77 -2.79 -5.20  0.253
C: 5.13 -3.27 -5.61  0.974
O: 6.07 -2.51 -5.47  -0.625
C: 5.25 -4.61 -6.15  -0.958
C: 4.16 -5.38 -6.28  0.363
C: 2.79 -4.89 -5.90  0.934
O: 1.84 -5.63 -6.06  -0.606
O: 4.22 -6.62 -6.76  -0.551
O: 3.72 -1.55 -4.69  -0.549
H: 1.69 -3.21 -5.05  0.584
H: 6.23 -4.96 -6.42  0.425
H: 3.30 -6.95 -6.76  0.362
H: 4.64 -1.23 -4.71  0.350
C: 4.15 2.69 7.48  -0.890
C: 3.49 3.09 6.40  0.364
C: 3.37 2.23 5.18  1.000
O: 2.73 2.66 4.22  -0.655
C: 4.03 0.94 5.17  -1.079
C: 4.70 0.53 6.26  0.405
C: 4.80 1.38 7.50  0.897
O: 5.40 0.94 8.45  -0.582
O: 5.32 -0.64 6.31  -0.548
O: 2.88 4.28 6.34  -0.560
H: 4.24 3.30 8.37  0.433
H: 3.95 0.34 4.28  0.492
H: 5.72 -0.69 7.19  0.364
H: 2.47 4.33 5.46  0.323

***

# 3
This record from the Open Molecules 2025 dataset describes a cluster of 2 separate species, H6N4 in total. The level of theory is wB97M-V/def2-TZVPD.

Values from the calculation:
* LUMO level: 0.4 eV
* structure (SMILES): [H]/N=N\[H].NN
* charge: 0
* energy above the lowest of the compared OMol25 structures with the same formula, charge and spin: 33.1 kcal/mol
* highest occupied orbital energy: -8.56 eV
* HOMO-LUMO gap: 8.9 eV
* calculated total energy: -6054.1223 eV

Each line ends with the natural charge from an NBO analysis.
CARTESIAN COORDINATES (ANGSTROEM)
H: 1.01 1.64 -0.71  0.293
N: 0.73 1.27 0.17  -0.306
N: -0.17 2.02 0.57  -0.269
H: 0.07 2.92 0.16  0.287
N: -0.33 -1.46 -0.99  -0.677
N: -0.41 -1.57 0.45  -0.688
H: 0.63 -1.10 -1.23  0.323
H: -0.50 -2.39 -1.40  0.353
H: -0.27 -0.68 0.95  0.365
H: 0.30 -2.22 0.82  0.320

***

# 4
This record from the Open Molecules 2025 dataset describes a structure of composition C56H33AgAsF15GeN2PS. The level of theory is wB97M-V/def2-TZVPD.

Values from the calculation:
* LUMO level: 2.2 eV
* charge: -1
* energy above the lowest of the compared OMol25 structures with the same formula, charge and spin: 0.0 kcal/mol
* highest occupied orbital energy: -4.68 eV
* HOMO-LUMO gap: 6.9 eV
* calculated total energy: -243828.3989 eV

Each line ends with the Mulliken charge.
CARTESIAN COORDINATES (ANGSTROEM)
Ag: 1.07 -0.33 -0.13  0.689
C: -0.23 1.90 5.46  -0.645
C: 0.69 2.01 4.43  -0.806
C: 0.49 1.33 3.24  0.182
C: -0.63 0.52 3.09  -0.818
C: -1.57 0.41 4.12  -0.531
C: -1.36 1.10 5.30  -0.932
N: -0.74 -0.16 1.85  2.158
N: -1.51 -1.12 1.83  -0.579
C: -1.54 -1.85 0.60  1.335
C: -2.58 -2.78 0.54  -0.624
C: -2.73 -3.58 -0.57  -0.721
C: -1.82 -3.44 -1.62  -0.852
C: -0.78 -2.52 -1.52  0.001
C: -0.57 -1.71 -0.40  -1.274
H: -0.07 2.42 6.40  0.413
H: 1.58 2.62 4.56  0.418
H: 1.20 1.39 2.43  0.453
H: -2.43 -0.23 3.98  0.525
H: -2.08 1.01 6.11  0.388
H: -3.26 -2.86 1.39  0.551
H: -3.53 -4.31 -0.63  0.389
H: -1.91 -4.06 -2.50  0.471
H: -0.08 -2.46 -2.36  0.658
C: -1.59 1.67 -2.16  -0.303
C: -2.33 2.90 -2.64  -1.504
As: -4.14 2.61 -3.39  0.165
C: -3.79 1.10 -4.57  0.346
C: -4.81 0.17 -4.80  -0.352
C: -4.63 -0.87 -5.69  -0.574
C: -3.43 -1.00 -6.38  -0.482
C: -2.42 -0.08 -6.18  -0.639
C: -2.60 0.97 -5.28  -0.277
C: -4.85 1.68 -1.82  0.094
C: -5.46 2.48 -0.86  -0.480
C: -5.88 1.95 0.35  -0.659
C: -5.71 0.59 0.60  -0.545
C: -5.12 -0.22 -0.36  -0.498
C: -4.70 0.32 -1.57  0.214
P: -0.12 1.95 -1.07  0.194
C: -0.87 2.90 0.29  0.377
C: -0.11 3.84 1.00  -0.633
C: -0.62 4.44 2.15  -0.661
C: -1.89 4.11 2.61  -0.614
C: -2.64 3.17 1.91  -0.642
C: -2.14 2.58 0.77  0.036
C: 0.87 3.19 -1.98  0.692
C: 0.53 4.53 -2.14  -0.247
C: 1.33 5.38 -2.89  -0.774
C: 2.50 4.89 -3.48  -0.484
C: 2.85 3.57 -3.31  -0.603
C: 2.05 2.72 -2.56  -0.551
H: -1.24 1.05 -2.99  0.831
H: -2.23 1.01 -1.57  -0.346
H: -1.75 3.45 -3.38  0.592
H: -2.51 3.59 -1.81  0.517
H: -5.74 0.26 -4.26  0.419
H: -5.42 -1.59 -5.84  0.387
H: -3.29 -1.82 -7.07  0.389
H: -1.48 -0.17 -6.71  0.400
H: -1.80 1.68 -5.13  0.371
H: -5.59 3.54 -1.05  0.352
H: -6.34 2.58 1.10  0.429
H: -6.03 0.17 1.54  0.411
H: -4.97 -1.27 -0.17  0.318
H: -4.22 -0.32 -2.30  0.283
H: 0.89 4.08 0.67  0.497
H: -0.01 5.15 2.69  0.405
H: -2.27 4.56 3.51  0.390
H: -3.63 2.90 2.27  0.447
H: -2.74 1.83 0.26  -0.215
H: -0.37 4.91 -1.68  0.394
H: 1.06 6.42 -3.01  0.406
H: 3.13 5.56 -4.06  0.378
H: 3.77 3.19 -3.75  0.440
H: 2.35 1.69 -2.40  0.219
F: 5.14 -2.85 3.69  -0.325
C: 5.96 -2.55 2.67  0.345
C: 5.48 -2.03 1.48  -0.040
C: 6.43 -1.84 0.49  -0.078
F: 6.04 -1.40 -0.72  -0.314
C: 7.78 -2.10 0.66  -0.086
F: 8.65 -1.89 -0.33  -0.310
C: 8.21 -2.59 1.88  0.757
F: 9.51 -2.85 2.07  -0.319
C: 7.30 -2.82 2.89  -0.012
F: 7.73 -3.32 4.06  -0.308
Ge: 3.57 -1.60 1.04  1.049
S: 3.35 0.40 0.30  -1.038
C: 2.51 -1.86 2.70  0.542
C: 1.37 -2.63 2.82  -0.371
F: 0.96 -3.42 1.81  -0.538
C: 0.59 -2.65 3.96  0.633
F: -0.50 -3.41 4.04  -0.430
C: 0.96 -1.88 5.05  0.642
F: 0.23 -1.89 6.16  -0.435
C: 2.10 -1.09 4.97  0.302
F: 2.46 -0.34 6.02  -0.442
C: 2.84 -1.08 3.81  0.313
F: 3.91 -0.29 3.77  -0.485
C: 3.21 -3.12 -0.19  0.160
C: 2.89 -3.03 -1.53  -0.079
F: 2.85 -1.85 -2.16  -0.461
C: 2.60 -4.14 -2.30  0.281
F: 2.28 -4.02 -3.60  -0.378
C: 2.66 -5.40 -1.74  0.740
F: 2.39 -6.48 -2.47  -0.332
C: 3.02 -5.54 -0.41  0.174
F: 3.10 -6.76 0.14  -0.329
C: 3.29 -4.40 0.33  0.419
F: 3.65 -4.58 1.61  -0.409

***

# 5
This record from the Open Molecules 2025 dataset describes an isolated molecule of CH6N4. The level of theory is wB97M-V/def2-TZVPD.

Values from the calculation:
* LUMO level: 1.0 eV
* structure (SMILES): N/N=C/NN
* charge: 0
* energy above the lowest of the compared OMol25 structures with the same formula, charge and spin: 70.3 kcal/mol
* highest occupied orbital energy: -8.51 eV
* HOMO-LUMO gap: 9.5 eV
* calculated total energy: -7091.0109 eV

Each line ends with the natural charge from an NBO analysis.
CARTESIAN COORDINATES (ANGSTROEM)
N: -0.41 -0.94 2.16  -0.693
N: -0.30 0.14 1.22  -0.288
C: -0.07 -0.21 0.03  0.159
N: 0.74 0.48 -1.05  -0.464
N: 0.06 0.78 -2.27  -0.625
H: -0.62 -0.68 3.10  0.387
H: 0.26 -1.69 1.91  0.372
H: -0.41 -1.29 -0.23  0.118
H: 0.81 1.37 -0.67  0.353
H: 0.57 0.08 -2.76  0.348
H: -0.83 0.30 -2.01  0.333

***

# 6
This record from the Open Molecules 2025 dataset describes a structure of composition C45H51N7OPPbS. The level of theory is wB97M-V/def2-TZVPD.

Values from the calculation:
* LUMO level: -9.4 eV
* charge: +3
* energy above the lowest of the compared OMol25 structures with the same formula, charge and spin: 13.0 kcal/mol
* highest occupied orbital energy: -15.47 eV
* HOMO-LUMO gap: 6.1 eV
* calculated total energy: -85318.9080 eV

Each line ends with the Mulliken charge.
CARTESIAN COORDINATES (ANGSTROEM)
Pb: -0.07 0.17 -0.40  3.587
C: 1.81 0.35 3.92  -0.833
C: 2.13 -0.97 4.18  -1.050
C: 1.71 -1.96 3.30  -0.418
C: 0.99 -1.60 2.17  0.490
N: 0.68 -0.32 1.93  0.303
C: 1.08 0.63 2.77  -0.233
C: 0.42 -2.59 1.22  0.202
C: 0.61 -3.96 1.33  -0.761
C: -0.11 -4.80 0.50  -1.464
C: -1.06 -4.27 -0.37  -0.745
C: -1.20 -2.89 -0.44  0.166
N: -0.41 -2.09 0.30  0.657
C: -2.26 -2.22 -1.23  0.381
C: -3.26 -2.92 -1.90  -0.659
C: -4.24 -2.21 -2.57  -1.093
C: -4.22 -0.82 -2.53  -0.890
C: -3.20 -0.20 -1.83  -0.149
N: -2.24 -0.89 -1.21  0.703
H: 2.10 1.14 4.59  0.570
H: 2.68 -1.24 5.07  0.505
H: 1.93 -3.00 3.51  0.558
H: 0.78 1.64 2.53  0.349
H: 1.28 -4.37 2.06  0.535
H: 0.02 -5.88 0.56  0.506
H: -1.68 -4.93 -0.96  0.559
H: -3.28 -4.00 -1.91  0.522
H: -5.03 -2.73 -3.10  0.477
H: -4.98 -0.23 -3.03  0.552
H: -3.14 0.88 -1.77  0.194
C: 2.79 6.78 0.99  -0.712
C: 2.73 5.58 1.68  -0.687
C: 2.02 4.51 1.15  -0.149
C: 1.37 4.64 -0.08  0.623
C: 1.43 5.85 -0.76  -1.001
C: 2.14 6.92 -0.23  -0.678
P: 0.43 3.23 -0.71  2.041
C: -0.38 3.72 -2.25  0.233
C: 0.39 4.18 -3.33  -0.633
C: -0.21 4.46 -4.55  -0.895
C: -1.58 4.27 -4.71  -0.748
C: -2.35 3.81 -3.65  -0.708
C: -1.75 3.55 -2.42  -0.699
C: -0.92 2.92 0.43  -0.641
C: -1.58 3.93 1.16  -0.737
C: -2.71 3.60 1.90  -0.941
C: -3.20 2.30 1.91  -1.025
C: -2.56 1.29 1.20  -0.864
C: -1.41 1.66 0.52  1.231
H: 3.34 7.61 1.41  0.431
H: 3.22 5.48 2.63  0.481
H: 1.98 3.57 1.69  0.176
H: 0.90 5.98 -1.70  0.480
H: 2.18 7.86 -0.76  0.469
H: 1.46 4.30 -3.23  0.627
H: 0.39 4.81 -5.37  0.479
H: -2.05 4.49 -5.66  0.455
H: -3.42 3.69 -3.77  0.503
H: -2.36 3.23 -1.58  0.426
H: -1.23 4.95 1.11  0.601
H: -3.22 4.37 2.46  0.487
H: -4.08 2.05 2.50  0.499
H: -2.92 0.27 1.25  0.644
C: 5.13 2.96 -1.06  -1.638
C: 4.25 2.03 -0.23  0.549
C: 4.63 0.58 -0.41  -1.015
S: 3.44 -0.49 0.41  -0.096
O: 2.19 -0.37 -0.50  -0.713
C: 4.12 -2.11 0.00  -0.801
C: 4.96 -2.70 1.13  -0.246
C: 6.20 -1.89 1.50  -1.322
H: 4.82 4.00 -0.92  0.374
H: 5.06 2.72 -2.12  0.368
H: 6.17 2.88 -0.77  0.428
H: 3.20 2.15 -0.52  -0.699
H: 4.32 2.30 0.83  0.478
H: 5.61 0.34 0.03  0.940
H: 4.64 0.27 -1.46  0.240
H: 4.67 -2.02 -0.94  0.648
H: 3.23 -2.72 -0.18  0.356
H: 5.26 -3.70 0.80  0.464
H: 4.33 -2.83 2.01  0.111
H: 6.84 -1.71 0.63  0.333
H: 6.80 -2.42 2.24  0.441
H: 5.95 -0.92 1.94  0.309
C: 1.17 -1.89 -2.73  -0.359
N: 1.62 -2.16 -4.06  0.253
C: 2.56 -1.11 -4.48  -0.556
N: 1.92 0.20 -4.48  0.269
C: 1.45 0.50 -3.15  -0.026
N: 0.47 -0.54 -2.64  1.448
C: -0.67 -0.56 -3.64  -0.594
N: -0.20 -0.84 -4.97  0.235
C: 0.47 -2.15 -4.98  -0.846
C: 0.77 0.18 -5.39  -0.760
H: 2.00 -1.88 -2.04  -0.508
H: 0.45 -2.65 -2.43  0.252
H: 2.92 -1.34 -5.48  0.419
H: 3.41 -1.10 -3.80  0.211
H: 0.93 1.45 -3.16  -0.292
H: 2.29 0.54 -2.45  -0.265
H: -1.15 0.42 -3.62  0.026
H: -1.38 -1.33 -3.35  -0.065
H: 0.82 -2.37 -5.99  0.348
H: -0.24 -2.92 -4.68  0.344
H: 0.29 1.16 -5.39  0.283
H: 1.11 -0.05 -6.40  0.389

***

Look up the charge of the second one.
+1